ORCA calculation (the ωB97M-V functional and the def2-TZVPD basis) on a cluster of 6 separate species, C54H74BBrF9NO7PS in total.

Summary:
**Total energy**: -188323.240 eV
**Gap between HOMO and LUMO**: 6.83 eV
**Spin multiplicity**: 1
**Net charge**: -1

The geometry in XYZ format:
```
149
C54H74BBrF9NO7PS, DFT the ωB97M-V functional and the def2-TZVPD basis
C -5.331 -1.135 0.372
C -5.129 -1.388 1.903
C -4.235 -0.329 2.566
C -2.730 -0.686 2.545
N -2.345 -0.913 1.164
P -0.536 -0.803 0.899
O -0.478 -2.340 1.728
B -0.929 1.077 0.425
O -2.200 1.520 0.112
O 0.046 2.118 0.399
C 0.535 2.488 1.674
C -0.527 3.119 2.596
O 1.146 -0.741 0.567
C 1.539 -1.101 -0.770
C 1.891 0.297 -1.381
C 3.140 0.402 -2.301
C 2.888 1.483 -3.372
C 2.797 2.915 -2.741
C 2.824 -1.903 -0.506
C 3.780 -1.195 0.486
C 3.628 -1.691 1.914
Br 4.231 -3.532 2.154
C 0.302 -1.880 -1.382
C -0.048 -1.646 -2.880
C 1.206 -1.646 -3.801
C -0.927 -0.382 -3.093
C -2.366 -0.694 -3.533
C -3.318 0.461 -3.103
S 0.387 -3.734 -1.284
O 0.669 -4.246 0.015
O 1.399 -4.237 -2.180
C -1.300 -4.495 -1.675
F -2.270 -3.586 -1.848
F -1.666 -5.243 -0.662
C -1.296 -5.416 -2.920
F -0.700 -4.849 -3.971
F -0.576 -6.501 -2.645
C -2.724 -5.812 -3.418
F -3.561 -6.095 -2.437
F -3.151 -4.801 -4.174
C -2.703 -7.050 -4.364
F -2.396 -8.159 -3.739
F -1.903 -6.883 -5.395
F -3.938 -7.174 -4.849
O -0.805 -1.484 -0.672
H -5.100 -0.092 0.157
H -6.334 -1.430 0.068
H -4.565 -1.712 -0.143
H -4.659 -2.370 2.007
H -6.116 -1.373 2.370
H -4.539 -0.155 3.609
H -4.379 0.631 2.063
H -2.224 0.168 3.009
H -2.598 -1.564 3.197
H -2.522 -1.902 1.006
H -0.197 -0.224 2.213
H 0.055 -2.182 2.514
H -2.113 2.474 -0.050
H 1.292 3.263 1.494
H 1.060 1.683 2.194
H -0.851 2.364 3.316
H -0.109 3.932 3.197
H -1.360 3.551 2.044
H 1.065 0.783 -1.899
H 2.102 0.923 -0.523
H 4.005 0.767 -1.741
H 3.396 -0.510 -2.831
H 1.930 1.329 -3.877
H 3.644 1.453 -4.162
H 3.155 3.620 -3.490
H 3.399 2.910 -1.834
H 1.745 3.100 -2.536
H 2.623 -2.868 -0.039
H 3.373 -2.163 -1.412
H 4.785 -1.504 0.175
H 3.761 -0.109 0.410
H 4.266 -1.074 2.550
H 2.618 -1.560 2.289
H -0.651 -2.461 -3.285
H 1.028 -2.307 -4.651
H 1.434 -0.659 -4.193
H 2.058 -2.063 -3.269
H -0.912 0.309 -2.254
H -0.460 0.155 -3.928
H -2.394 -0.793 -4.621
H -2.785 -1.600 -3.095
H -3.716 0.994 -3.969
H -2.852 1.139 -2.391
H -4.195 0.050 -2.598
C -1.629 -0.058 -8.789
C -2.514 -0.129 -9.856
C -3.536 -1.069 -9.849
C -3.679 -1.931 -8.770
C -2.796 -1.857 -7.701
C -1.769 -0.923 -7.712
H -0.830 0.673 -8.795
H -2.407 0.548 -10.695
H -4.223 -1.129 -10.684
H -4.479 -2.660 -8.762
H -2.908 -2.528 -6.858
H -1.078 -0.869 -6.880
C -7.510 3.751 4.680
C -6.309 3.137 5.007
C -5.329 2.967 4.040
C -5.546 3.418 2.745
C -6.746 4.034 2.418
C -7.730 4.198 3.384
H -8.277 3.880 5.434
H -6.136 2.790 6.019
H -4.394 2.483 4.292
H -4.779 3.288 1.992
H -6.915 4.387 1.408
H -8.668 4.674 3.127
C 7.749 -0.021 1.004
C 7.692 -1.328 1.467
C 7.970 -1.607 2.798
C 8.297 -0.576 3.669
C 8.352 0.731 3.207
C 8.082 1.009 1.873
H 7.532 0.195 -0.035
H 7.427 -2.131 0.791
H 7.928 -2.627 3.158
H 8.507 -0.794 4.709
H 8.605 1.536 3.886
H 8.129 2.029 1.512
C -2.277 8.557 2.484
C -2.110 7.482 1.621
C -0.876 6.855 1.522
C 0.191 7.298 2.293
C 0.024 8.370 3.158
C -1.209 9.003 3.250
H -3.239 9.047 2.559
H -2.944 7.132 1.025
H -0.744 6.020 0.845
H 1.152 6.805 2.219
H 0.855 8.714 3.760
H -1.338 9.842 3.922
C 4.869 -1.157 7.045
C 5.659 -1.782 8.001
C 6.366 -2.931 7.674
C 6.290 -3.450 6.388
C 5.503 -2.823 5.430
C 4.790 -1.679 5.761
H 4.315 -0.263 7.301
H 5.723 -1.374 9.002
H 6.977 -3.423 8.422
H 6.845 -4.344 6.131
H 5.443 -3.224 4.423
H 4.172 -1.193 5.016
```


ORCA calculation (the ωB97M-V functional and the def2-TZVPD basis) on a structure of composition C53H40BrClN9O7PSTi.

Summary:
**Total energy**: -209160.940 eV
**Gap between HOMO and LUMO (spin up / spin down)**: 4.19 / 4.23 eV
**ΔE to the lowest compared entry with this formula, charge and spin**: 341.0 kJ/mol
**Spin multiplicity**: 2
**Net charge**: -1

The geometry in XYZ format:
```
114
C53H40BrClN9O7PSTi, DFT the ωB97M-V functional and the def2-TZVPD basis
Ti -0.602 -0.075 0.189
N 0.843 -2.131 3.691
C 0.329 -1.814 2.434
S -1.188 -0.956 2.358
N 1.014 -2.118 1.396
N 0.517 -1.672 0.182
C 1.210 -2.247 -0.882
C 2.302 -3.207 -0.537
C 2.148 -4.579 -0.693
C 3.170 -5.450 -0.335
C 4.358 -4.954 0.178
C 4.520 -3.583 0.338
C 3.498 -2.719 -0.015
C 1.002 -1.968 -2.203
C 1.850 -2.442 -3.274
C 1.842 -1.872 -4.495
C 0.966 -0.759 -4.767
C 0.080 -0.406 -3.815
N -0.006 -1.064 -2.624
H 0.133 -2.250 4.396
H 1.551 -2.851 3.673
H 1.222 -4.975 -1.094
H 3.046 -6.519 -0.465
H 5.160 -5.632 0.442
H 5.449 -3.188 0.729
H 3.612 -1.651 0.118
H 2.522 -3.259 -3.054
H 2.500 -2.223 -5.279
H 1.007 -0.233 -5.708
H -0.641 0.390 -3.957
O 3.799 3.978 -1.345
C 3.938 4.286 -0.072
O 4.713 5.140 0.297
C 3.116 3.518 0.905
C 3.056 3.800 2.253
Cl 3.809 5.077 3.079
N 2.303 2.841 2.852
N 1.878 1.944 1.945
C 2.321 2.341 0.768
C 1.802 1.742 -0.513
O 2.245 2.212 -1.574
O 0.929 0.806 -0.521
C 1.820 2.743 4.187
C 1.620 3.867 4.983
C 1.070 3.717 6.246
C 0.689 2.464 6.701
C 0.893 1.350 5.901
C 1.478 1.481 4.655
H 3.123 3.237 -1.490
H 1.886 4.851 4.635
H 0.923 4.585 6.874
H 0.242 2.360 7.681
H 0.592 0.371 6.247
H 1.666 0.621 4.035
N -1.041 -0.748 -1.763
P -2.440 -1.609 -1.732
C -2.213 -3.003 -2.930
C -2.248 -4.365 -2.641
C -2.059 -5.302 -3.646
C -1.846 -4.899 -4.955
C -1.863 -3.548 -5.264
C -2.059 -2.614 -4.263
C -2.868 -2.520 -0.221
C -1.909 -3.416 0.250
C -2.151 -4.149 1.400
C -3.351 -4.000 2.076
C -4.303 -3.104 1.612
C -4.061 -2.356 0.473
C -3.912 -0.904 -2.549
C -3.845 0.292 -3.257
C -4.981 0.823 -3.848
C -6.192 0.155 -3.753
C -6.256 -1.063 -3.089
C -5.123 -1.592 -2.496
H -2.426 -4.702 -1.631
H -2.080 -6.357 -3.405
H -1.683 -5.634 -5.732
H -1.730 -3.219 -6.286
H -2.103 -1.563 -4.515
H -0.975 -3.531 -0.285
H -1.390 -4.818 1.777
H -3.541 -4.573 2.974
H -5.231 -2.970 2.154
H -4.791 -1.636 0.130
H -2.899 0.804 -3.359
H -4.918 1.762 -4.384
H -7.080 0.572 -4.211
H -7.194 -1.601 -3.039
H -5.164 -2.551 -1.996
O -2.709 0.099 -0.297
N -3.017 1.334 -0.684
C -4.182 1.850 -0.247
C -4.540 3.138 -0.548
C -3.699 3.942 -1.308
C -2.483 3.399 -1.710
C -2.151 2.109 -1.387
H -4.761 1.194 0.384
H -5.477 3.525 -0.176
H -3.956 4.965 -1.540
H -1.772 3.996 -2.264
H -1.205 1.656 -1.649
Br -3.355 5.934 5.151
C -2.448 5.261 3.625
C -1.732 6.131 2.817
N -1.077 5.710 1.741
C -1.114 4.415 1.446
C -1.813 3.479 2.200
C -2.503 3.917 3.325
C -1.883 2.021 1.821
O -2.777 1.335 2.303
O -1.002 1.653 0.966
H -1.681 7.192 3.028
H -0.568 4.109 0.561
H -3.051 3.199 3.919
```


ORCA calculation (the ωB97M-V functional and the def2-TZVPD basis) on a structure of composition C9H16S2.

Summary:
**Total energy**: -31259.988 eV
**Gap between HOMO and LUMO**: 8.04 eV
**ΔE to the lowest compared entry with this formula, charge and spin**: 224.0 kJ/mol
**Spin multiplicity**: 1
**Net charge**: 0

The geometry in XYZ format:
```
27
C9H16S2, DFT the ωB97M-V functional and the def2-TZVPD basis
C -1.860 0.131 0.293
C -0.481 -0.114 0.107
C -0.019 -2.527 0.499
C -0.567 -1.675 -1.824
C -0.280 2.296 1.020
C 0.648 1.504 -1.012
C 1.662 0.765 1.248
C 0.056 -1.419 -0.416
C 0.398 1.093 0.399
S -3.136 0.344 -0.682
S -1.744 -0.450 1.963
H 0.932 -2.627 1.063
H -0.220 -3.464 -0.115
H -0.977 -2.330 1.077
H -1.567 -2.229 -1.689
H 0.087 -2.355 -2.479
H -0.725 -0.706 -2.408
H 0.446 3.033 1.344
H -0.896 2.059 1.861
H -0.983 2.852 0.397
H 1.411 2.332 -1.052
H 0.861 0.562 -1.682
H -0.303 2.002 -1.320
H 1.866 -0.268 1.323
H 1.868 1.248 2.195
H 2.448 1.077 0.593
H 1.074 -1.132 -0.701
```


ORCA calculation (the ωB97M-V functional and the def2-TZVPD basis) on the ion C7H15N2O2S2 with charge +1.

Summary:
**Total energy**: -36231.136 eV
**Gap between HOMO and LUMO (spin up / spin down)**: 7.09 / 6.95 eV
**ΔE to the lowest compared entry with this formula, charge and spin**: 730.4 kJ/mol
**Spin multiplicity**: 1
**Net charge**: +1

The geometry in XYZ format:
```
28
C7H15N2O2S2, DFT the ωB97M-V functional and the def2-TZVPD basis
C -0.448 -0.429 -0.051
C 1.733 0.701 -1.870
C 1.881 -0.760 -1.432
C 1.067 -1.792 -2.161
C -0.598 0.751 2.142
C -1.801 -1.413 1.552
C -2.359 0.856 0.515
N 0.294 2.394 -0.183
N -1.294 -0.080 1.091
O 1.841 0.431 0.933
O 2.846 2.501 -0.380
S 1.307 -0.873 0.381
S 1.624 1.863 -0.450
H 2.469 1.210 -2.381
H 0.932 0.829 -2.449
H 2.997 -0.852 -1.225
H 0.798 -2.459 -1.492
H 1.741 -2.158 -2.971
H 0.131 -1.495 -2.618
H 0.187 1.300 1.635
H -1.275 1.505 2.517
H -0.425 0.059 2.876
H -2.619 -1.538 0.889
H -1.017 -2.226 1.567
H -2.235 -1.493 2.528
H -3.010 0.967 1.371
H -1.818 1.674 -0.036
H -2.949 0.525 -0.299
```


ORCA calculation (the ωB97M-V functional and the def2-TZVPD basis) on a cluster of 2 separate species, C4H12 in total.

Summary:
**Total energy**: -4342.039 eV
**Gap between HOMO and LUMO**: 12.59 eV
**ΔE to the lowest compared entry with this formula, charge and spin**: 47.2 kJ/mol
**Spin multiplicity**: 1
**Net charge**: 0
**SMILES**: CC.CC

The geometry in XYZ format:
```
16
C4H12, DFT the ωB97M-V functional and the def2-TZVPD basis
C 0.388 -0.763 1.507
C 0.104 -2.147 2.197
H 0.656 -0.877 0.465
H -0.497 -0.189 1.772
H 1.181 -0.283 2.086
H -0.053 -1.908 3.244
H 0.955 -2.820 2.085
H -0.705 -2.627 1.654
C 0.173 2.110 -1.958
C -0.671 0.870 -1.745
H 0.570 2.558 -1.053
H 1.018 1.828 -2.584
H -0.381 2.887 -2.484
H -1.485 0.688 -2.460
H -0.168 -0.079 -1.981
H -1.084 0.752 -0.744
```


ORCA calculation (the ωB97M-V functional and the def2-TZVPD basis) on the molecule C26H29N7O2.

Summary:
**Total energy**: -41961.020 eV
**Gap between HOMO and LUMO**: 8.40 eV
**ΔE to the lowest compared entry with this formula, charge and spin**: 18.3 kJ/mol
**Spin multiplicity**: 1
**Net charge**: 0
**SMILES**: C[C@H]1CC[C@H](n2c3cnccc3c3cnc(Nc4ccc5c(n4)CCN(C(=O)CO)C5)nc32)CC1

The geometry in XYZ format:
```
64
C26H29N7O2, DFT the ωB97M-V functional and the def2-TZVPD basis
C -1.227 3.974 -1.300
C -1.018 3.296 0.052
C 0.380 2.683 0.139
C 0.595 1.975 1.474
C -0.470 0.894 1.658
N -0.250 0.109 2.853
C -0.259 0.479 4.184
C -0.475 1.700 4.809
N -0.427 1.823 6.121
C -0.168 0.762 6.874
C 0.066 -0.507 6.374
C 0.021 -0.657 4.995
C 0.212 -1.754 4.096
C 0.512 -3.108 4.140
N 0.640 -3.812 3.029
C 0.464 -3.186 1.856
N 0.663 -3.976 0.758
C 0.643 -3.574 -0.560
C 1.236 -4.378 -1.544
C 1.270 -3.902 -2.837
C 0.705 -2.665 -3.138
C 0.076 -1.982 -2.100
N 0.055 -2.427 -0.855
C -0.617 -0.668 -2.334
C -0.846 -0.447 -3.828
N 0.390 -0.692 -4.535
C 1.297 0.244 -4.869
O 2.393 -0.023 -5.336
C 0.919 1.714 -4.689
O 1.979 2.517 -5.107
C 0.776 -2.089 -4.527
N 0.156 -1.911 1.676
C 0.038 -1.215 2.793
C -1.869 1.510 1.619
C -2.078 2.217 0.284
H -0.474 4.740 -1.467
H -2.209 4.441 -1.346
H -1.159 3.246 -2.106
H -1.113 4.052 0.839
H 1.133 3.463 0.011
H 0.510 1.962 -0.672
H 0.537 2.701 2.287
H 1.587 1.519 1.500
H -0.380 0.165 0.843
H -0.688 2.610 4.264
H -0.147 0.952 7.939
H 0.276 -1.342 7.025
H 0.662 -3.648 5.065
H 0.995 -4.907 0.969
H 1.673 -5.331 -1.287
H 1.745 -4.478 -3.619
H -1.558 -0.661 -1.783
H 0.012 0.129 -1.930
H -1.214 0.558 -4.029
H -1.585 -1.164 -4.199
H 0.703 1.918 -3.631
H 0.025 1.946 -5.285
H 2.673 1.901 -5.414
H 1.797 -2.153 -4.915
H 0.116 -2.650 -5.202
H -1.987 2.224 2.435
H -2.616 0.724 1.749
H -3.072 2.669 0.261
H -2.026 1.485 -0.524
```